1.
Here is C13H10F6MnN3O2P as an isolated structure from the OMol25 dataset. Energies are from ωB97M-V/def2-TZVPD.

Output
HOMO-LUMO gap (spin up / spin down)   5.5160 / 5.5320 eV
Highest occupied orbital energy (spin up / spin down)   -0.4268 / -0.4267 hartree
Molar mass   440.1 g mol⁻¹
Largest force on an atom   1.9 eV/A

Geometry as ORCA input:
```
! RIJCOSX wB97M-V def2-TZVPD def2/J DEFGRID3
* xyz 1 5
Mn 0.766 -0.737 0.327
O -2.442 3.490 0.068
C -3.287 2.431 0.046
C -4.663 2.724 0.017
C -5.553 1.698 -0.061
C -5.162 0.362 -0.059
C -3.818 0.073 0.048
C -2.832 1.103 0.066
C -1.438 0.793 0.106
O -1.086 -0.468 0.188
N -0.517 1.721 0.052
N 0.699 1.193 0.097
C 1.819 1.835 0.089
C 3.000 1.004 0.062
C 4.329 1.405 0.063
C 5.308 0.430 -0.020
C 4.973 -0.917 -0.101
C 3.639 -1.266 0.011
N 2.681 -0.327 0.075
H -1.517 3.168 0.026
H -4.988 3.749 -0.032
H -6.607 1.932 -0.183
H -5.895 -0.406 -0.193
H -3.496 -0.944 0.037
H 1.895 2.911 0.011
H 4.594 2.446 0.058
H 6.353 0.688 -0.102
H 5.682 -1.696 -0.246
H 3.324 -2.293 0.051
F 0.583 -2.430 -1.083
P 0.573 -3.863 -0.100
F -0.848 -3.457 0.330
F 0.067 -4.756 -1.262
F 2.080 -4.039 -0.443
F 0.644 -4.974 0.993
F 1.140 -2.584 1.062
*
```

***

2.
Here is C13H10N2O5Pt as an isolated structure from the OMol25 dataset. Energies are from ωB97M-V/def2-TZVPD.

Output
HOMO-LUMO gap   5.7985 eV
Highest occupied orbital energy   -0.6193 hartree
Molar mass   469.3 g mol⁻¹
Largest force on an atom   0.3 eV/A

Geometry as ORCA input:
```
! RIJCOSX wB97M-V def2-TZVPD def2/J DEFGRID3
* xyz 2 1
Pt -0.125 -0.270 0.758
O -2.360 -2.130 -4.419
C -1.828 -1.774 -3.277
C -1.290 -2.694 -2.348
C -0.765 -2.201 -1.188
N -0.762 -0.878 -0.969
C -1.264 0.026 -1.824
C -1.810 -0.384 -3.002
C -1.068 1.437 -1.332
O -1.392 2.405 -1.934
O -0.451 1.486 -0.123
C -0.165 -2.998 -0.050
O -0.022 -4.173 -0.078
O 0.184 -2.221 1.007
H -2.340 -3.085 -4.582
H -1.293 -3.763 -2.524
H -2.204 0.327 -3.717
N 0.088 -0.275 2.799
C 0.854 0.810 2.397
C 2.182 0.557 1.882
C 2.891 1.613 1.366
C 2.337 2.894 1.417
C 1.067 3.161 1.993
C 0.329 2.146 2.502
H -0.764 -0.081 3.326
H 0.545 -1.156 3.057
H 2.594 -0.446 1.925
H 3.876 1.453 0.950
H 2.906 3.727 1.021
H 0.698 4.177 2.025
H -0.647 2.311 2.942
*
```

***

3.
Here is a single C13H10N4O3S molecule from the OMol25 dataset. Energies are from ωB97M-V/def2-TZVPD.

Output
HOMO-LUMO gap   8.4505 eV
Highest occupied orbital energy   -0.3252 hartree
SMILES string   Cc1cnc(C(=O)OCc2nc3ccsc3c(=O)[nH]2)cn1
Molar mass   302.3 g mol⁻¹
Largest force on an atom   4.8 eV/A
Energy above the lowest of the compared OMol25 structures with the same formula, charge and spin   108.1 kJ/mol

Geometry as ORCA input:
```
! RIJCOSX wB97M-V def2-TZVPD def2/J DEFGRID3
* xyz 0 1
C 5.245 1.307 4.118
C 4.067 1.627 3.261
C 2.754 1.723 3.880
N 1.694 1.843 3.089
C 1.807 1.987 1.706
C 0.646 2.245 0.745
O 1.002 2.461 -0.454
O -0.670 2.110 1.140
C -1.664 1.974 0.106
C -1.528 0.788 -0.761
N -2.305 -0.214 -0.448
C -2.311 -1.348 -1.183
C -2.957 -2.669 -0.872
C -2.659 -3.629 -1.815
S -1.740 -2.955 -3.133
C -1.679 -1.352 -2.356
C -0.754 -0.347 -2.630
O 0.085 -0.319 -3.524
N -0.860 0.873 -1.970
C 3.127 2.017 1.162
N 4.250 1.853 1.962
H 5.219 0.194 4.241
H 6.220 1.704 3.845
H 4.920 1.807 5.128
H 2.420 1.682 4.893
H -2.629 1.849 0.577
H -1.829 2.880 -0.436
H -3.484 -2.738 0.041
H -2.912 -4.674 -1.691
H -0.226 1.553 -2.348
H 3.157 2.174 0.131
*
```

***

4.
Here is C13H11AsN3OPdS6Te as an isolated structure from the OMol25 dataset. Energies are from ωB97M-V/def2-TZVPD.

Output
HOMO-LUMO gap (spin up / spin down)   7.2015 / 5.5147 eV
Highest occupied orbital energy (spin up / spin down)   -0.1846 / -0.2071 hartree
Molar mass   726.6 g mol⁻¹
Largest force on an atom   0.4 eV/A
Energy above the lowest of the compared OMol25 structures with the same formula, charge and spin   19.3 kJ/mol

Geometry as ORCA input:
```
! RIJCOSX wB97M-V def2-TZVPD def2/J DEFGRID3
* xyz -1 5
Pd 0.252 0.655 -0.476
S 1.381 -1.566 3.378
As 1.635 0.222 2.273
S 2.610 -0.054 0.349
S -0.160 1.331 1.823
S 2.905 1.124 3.742
Te 1.813 2.601 -1.235
C 0.750 4.199 -0.437
C 1.136 5.003 0.597
C 0.130 5.944 0.952
C -0.985 5.829 0.178
S -0.834 4.567 -0.961
H 2.084 4.908 1.106
H 0.231 6.662 1.753
H -1.893 6.407 0.230
N -1.726 1.128 -1.185
C -2.859 1.176 -1.455
N -4.055 1.400 -1.848
C -5.123 0.663 -1.711
N -6.129 0.085 -1.656
C 0.449 -3.786 -0.248
S -0.078 -2.076 -0.219
O 0.172 -1.581 -1.630
C -1.829 -2.322 -0.044
C -2.367 -2.280 1.232
C -3.743 -2.407 1.375
C -4.551 -2.545 0.257
C -3.993 -2.569 -1.017
C -2.621 -2.456 -1.175
H 0.234 -4.144 -1.255
H -0.103 -4.345 0.504
H 1.516 -3.810 -0.036
H -1.724 -2.114 2.089
H -4.186 -2.354 2.361
H -5.626 -2.584 0.363
H -4.638 -2.626 -1.882
H -2.162 -2.415 -2.154
*
```

***

5.
Here is C13H11BN5O5Pt as an isolated structure from the OMol25 dataset. Energies are from ωB97M-V/def2-TZVPD.

Output
HOMO-LUMO gap   7.0012 eV
Highest occupied orbital energy   -0.1694 hartree
Molar mass   523.2 g mol⁻¹
Largest force on an atom   3.3 eV/A
Energy above the lowest of the compared OMol25 structures with the same formula, charge and spin   71.8 kJ/mol

Geometry as ORCA input:
```
! RIJCOSX wB97M-V def2-TZVPD def2/J DEFGRID3
* xyz -1 1
Pt 0.382 -0.068 -0.219
O 3.103 0.091 5.194
C 2.452 0.060 3.994
C 1.066 0.048 3.903
C 0.501 0.016 2.641
N 1.263 0.003 1.558
C 2.589 -0.003 1.626
C 3.238 0.029 2.845
C 3.283 -0.066 0.286
O 4.502 -0.073 0.280
O 2.484 -0.101 -0.723
C -0.985 -0.026 2.375
O -1.729 -0.016 3.343
O -1.303 -0.067 1.128
H 2.455 0.106 5.905
H 0.405 0.058 4.760
H 4.318 0.023 2.870
B -1.686 0.015 -3.267
N -1.565 1.301 -2.386
C -2.224 2.448 -2.586
C -1.625 3.450 -1.841
C -0.575 2.797 -1.196
N -0.541 1.511 -1.533
N -1.560 -1.292 -2.413
C -2.219 -2.434 -2.645
C -1.627 -3.459 -1.928
C -0.578 -2.830 -1.259
N -0.539 -1.532 -1.560
H -2.801 0.016 -3.740
H -0.826 0.023 -4.117
H -3.059 2.462 -3.267
H -1.911 4.484 -1.767
H 0.145 3.175 -0.487
H -3.052 -2.428 -3.330
H -1.917 -4.494 -1.885
H 0.137 -3.229 -0.558
*
```

***

6.
Here is C13H11Cl3InN4O4 as an isolated structure from the OMol25 dataset. Energies are from ωB97M-V/def2-TZVPD.

Output
HOMO-LUMO gap   7.2919 eV
Highest occupied orbital energy   -0.4224 hartree
Molar mass   508.4 g mol⁻¹
Largest force on an atom   0.6 eV/A
Energy above the lowest of the compared OMol25 structures with the same formula, charge and spin   7.8 kJ/mol

Geometry as ORCA input:
```
! RIJCOSX wB97M-V def2-TZVPD def2/J DEFGRID3
* xyz 1 1
In -0.140 -0.563 -0.123
Cl -0.574 -7.737 -1.691
C -0.144 -6.138 -1.207
C -0.829 -5.055 -1.719
C -0.436 -3.791 -1.325
Cl -1.277 -2.406 -1.925
C 0.587 -3.529 -0.418
O 0.958 -2.276 -0.065
C 1.240 -4.664 0.079
Cl 2.572 -4.492 1.176
C 0.896 -5.943 -0.314
H -1.646 -5.189 -2.414
H 1.444 -6.789 0.076
O -1.593 0.155 -1.460
N -1.852 1.424 -1.516
N -1.150 2.113 -0.734
O -0.259 1.572 0.054
C -1.334 3.549 -0.686
C -0.526 4.278 0.167
C -0.697 5.653 0.226
C -1.659 6.271 -0.557
C -2.456 5.516 -1.409
C -2.302 4.143 -1.482
H 0.218 3.777 0.767
H -0.075 6.240 0.888
H -1.792 7.343 -0.505
H -3.206 5.997 -2.022
H -2.916 3.548 -2.140
N 2.708 0.659 2.935
C 2.044 -0.261 2.225
N 2.216 -1.551 2.487
O 1.237 0.162 1.340
H 3.372 0.416 3.647
H 2.521 1.629 2.753
H 2.937 -1.856 3.118
H 1.912 -2.205 1.776
*
```

***

7.
Here is C13H11ClNO2OsTe as an isolated structure from the OMol25 dataset. Energies are from ωB97M-V/def2-TZVPD.

Output
HOMO-LUMO gap (spin up / spin down)   7.6204 / 6.2318 eV
Highest occupied orbital energy (spin up / spin down)   -0.4144 / -0.4238 hartree
Molar mass   566.5 g mol⁻¹
Largest force on an atom   2.2 eV/A

Geometry as ORCA input:
```
! RIJCOSX wB97M-V def2-TZVPD def2/J DEFGRID3
* xyz 1 5
Os 0.503 -1.036 -0.034
Cl 6.334 3.403 -0.003
C 5.162 2.151 -0.004
C 5.583 0.807 -0.002
C 4.664 -0.205 -0.001
C 3.266 0.060 -0.009
O 2.445 -0.926 -0.026
C 2.845 1.436 -0.002
C 1.464 1.786 0.009
O 0.481 1.022 0.025
C 3.817 2.454 -0.004
H 6.639 0.586 -0.002
H 4.970 -1.241 -0.002
H 1.252 2.864 0.003
H 3.493 3.484 -0.002
C -5.845 -0.916 -0.003
C -4.361 -0.923 0.008
C -3.645 -1.949 0.624
C -2.268 -1.941 0.619
N -1.537 -0.989 0.011
C -2.223 0.015 -0.569
C -3.601 0.090 -0.584
H -6.240 -1.798 0.495
H -6.216 -0.894 -1.026
H -6.227 -0.027 0.499
H -4.162 -2.760 1.112
H -1.721 -2.732 1.115
H -1.641 0.799 -1.039
H -4.086 0.932 -1.056
Te 0.857 -3.554 -0.152
*
```